C34H38ClN5OSTeV | ωB97M-V with the def2-TZVPD basis set

Output
**Spin multiplicity**: 2
**HOMO level (alpha / beta)**: -5.8 / -5.6 eV

Each line ends with the Löwdin charge.
Cartesian coordinates (Å):
V (0.02615, -0.43130, 2.54958)  0.491
C (-5.57311, 0.21329, 0.40627)  -0.086
C (-4.43367, 0.00568, -0.58409)  -0.263
N (-3.20808, 0.70450, -0.22292)  -0.055
C (-2.43559, 0.24924, 0.83203)  -0.825
S (-1.18327, 1.35764, 1.37218)  0.654
N (-2.62818, -0.94047, 1.28075)  0.032
N (-1.70659, -1.34501, 2.23051)  -0.104
C (-2.00544, -2.44158, 2.94912)  -0.270
C (-3.29883, -3.16316, 2.75182)  -0.033
C (-0.99987, -2.85108, 3.85262)  -0.211
C (-1.15502, -3.87480, 4.82100)  -0.021
C (-0.14232, -4.14865, 5.69301)  -0.083
C (1.05037, -3.39482, 5.63737)  -0.069
C (1.14098, -2.39688, 4.70351)  -0.157
N (0.16671, -2.11278, 3.82236)  -0.006
H (-6.45749, -0.34616, 0.09601)  0.072
H (-5.84418, 1.26893, 0.47265)  0.072
H (-5.27548, -0.12999, 1.39678)  0.062
H (-4.72577, 0.34908, -1.57912)  0.106
H (-4.19119, -1.05380, -0.65606)  0.107
H (-3.24349, 1.71191, -0.27079)  0.110
H (-4.10545, -2.44778, 2.59866)  0.066
H (-3.54566, -3.79701, 3.59958)  0.061
H (-3.25616, -3.79006, 1.85669)  0.087
H (-2.07724, -4.43458, 4.86795)  0.099
H (-0.26007, -4.92995, 6.43290)  0.101
H (1.86995, -3.57792, 6.31705)  0.098
H (2.02669, -1.77282, 4.64273)  0.097
C (-1.15895, 6.30590, -3.12211)  -0.046
C (-0.86176, 4.90711, -2.65390)  -0.257
C (-1.55103, 3.81924, -3.17402)  -0.013
C (-1.26515, 2.51880, -2.78295)  -0.303
C (-2.07961, 1.39977, -3.38926)  -0.073
C (-0.23977, 2.30768, -1.84285)  -0.344
Te (0.06895, 0.27630, -1.34219)  1.853
N (1.94340, 0.20672, -0.67187)  -0.168
C (2.04188, -0.57366, 0.37488)  -0.624
O (1.04419, -1.13162, 0.97090)  -0.256
C (3.41419, -0.89053, 0.87046)  -0.176
C (4.53237, -0.24731, 0.34658)  -0.026
C (5.79428, -0.55589, 0.82762)  -0.078
C (5.94721, -1.51242, 1.82415)  -0.085
C (4.83512, -2.16530, 2.33603)  -0.072
C (3.57014, -1.85616, 1.85957)  -0.039
C (0.80705, -0.23749, -3.27045)  -0.361
C (1.35999, 0.72513, -4.10523)  -0.110
C (1.90197, 0.36109, -5.32806)  -0.078
C (1.89449, -0.97263, -5.70832)  -0.075
C (1.35414, -1.93225, -4.86645)  -0.047
C (0.80295, -1.58728, -3.63499)  -0.305
C (0.27347, -2.66555, -2.72268)  -0.068
C (0.43647, 3.38410, -1.26322)  -0.280
C (1.44742, 3.26408, -0.15346)  -0.061
C (0.11077, 4.66702, -1.69808)  -0.008
H (-2.19227, 6.39977, -3.45529)  0.077
H (-0.51430, 6.57222, -3.96261)  0.086
H (-0.98429, 7.03229, -2.32898)  0.078
H (-2.34170, 3.98486, -3.89840)  0.119
H (-3.01246, 1.79502, -3.79058)  0.084
H (-2.35096, 0.64233, -2.64960)  0.033
H (-1.54586, 0.90925, -4.20543)  0.081
H (4.39739, 0.49067, -0.43199)  0.109
H (6.66230, -0.05141, 0.42296)  0.102
H (6.93512, -1.75044, 2.19761)  0.101
H (4.95146, -2.91743, 3.10612)  0.104
H (2.69369, -2.36604, 2.23787)  0.102
H (1.36561, 1.76477, -3.80056)  0.103
H (2.33017, 1.11413, -5.97680)  0.104
H (2.31392, -1.26839, -6.66151)  0.104
H (1.35695, -2.97376, -5.16629)  0.111
H (0.14864, -3.60168, -3.26468)  0.079
H (-0.69222, -2.40336, -2.28678)  0.060
H (0.96507, -2.84879, -1.89574)  0.088
H (1.88131, 2.27206, -0.07841)  0.032
H (0.96520, 3.49661, 0.79876)  0.079
H (2.25417, 3.98283, -0.30124)  0.086
H (0.63668, 5.50585, -1.25358)  0.124
Cl (1.98171, 0.93512, 3.39354)  0.529
C (0.34367, 0.78824, 4.22619)  -0.578
H (-0.05714, 1.79699, 4.25449)  -0.018
H (0.55522, 0.40378, 5.22067)  -0.011

C34H38F4N3O9P2 | ωB97M-V with the def2-TZVPD basis set

Output
**Net charge**: -1
**HOMO level**: -5.8 eV

Each line ends with the Löwdin charge.
Cartesian coordinates (Å):
C (4.54742, -0.64084, 0.85352)  0.069
C (3.78564, -0.09219, 0.10043)  -0.177
P (2.56827, 0.84261, -0.93940)  0.607
C (3.01676, 2.39270, 0.10342)  -0.174
O (1.87776, 3.24958, 0.36407)  -0.146
N (2.16212, 4.13621, 1.35915)  -0.039
O (1.17984, 4.64185, 1.77335)  0.021
N (2.34616, -0.72635, -1.95701)  0.075
C (3.25368, -1.41315, -2.34887)  -0.434
O (4.04562, -2.17098, -2.77874)  0.108
C (3.89909, 1.40514, -2.19153)  -0.437
O (5.08256, 1.31348, -2.01156)  0.088
N (3.41961, 2.02850, -3.42474)  0.135
C (4.47075, 2.54985, -4.18547)  -0.549
O (5.07504, 2.03206, -5.06683)  0.161
F (4.73499, 3.81560, -3.82956)  0.117
O (1.37519, 1.65150, -1.81222)  -0.197
C (0.01590, 1.35194, -1.51469)  -0.402
C (-0.66821, 2.73554, -1.42886)  -0.093
C (-2.15947, 2.72410, -1.07953)  -0.229
O (-2.40423, 3.70901, -0.05069)  -0.077
C (-0.66056, 0.70780, -2.74618)  -0.103
C (-0.19679, -0.67114, -3.23951)  -0.089
C (-1.26753, -1.41330, -4.00314)  -0.617
F (-1.94614, -2.28475, -3.24236)  0.121
F (-2.17502, -0.61352, -4.59838)  0.121
F (-0.72512, -2.15319, -4.99890)  0.111
C (0.04978, 0.58311, -0.13820)  -0.491
C (-0.42012, 1.37835, 1.08478)  -0.159
C (0.23942, 1.42854, 2.24746)  0.000
P (-0.96701, -1.01954, -0.01931)  1.000
C (-1.40548, -1.31387, 1.72790)  -0.253
O (-2.43560, -0.74363, -0.73601)  -0.324
O (1.38038, 0.25019, 0.13700)  -0.262
H (5.40113, -1.09668, 1.29628)  0.016
H (3.40536, 2.05131, 1.05971)  0.077
H (3.79687, 3.00367, -0.35381)  0.096
H (2.98702, 1.30400, -3.99342)  0.138
H (-0.14303, 3.38435, -0.73619)  0.109
H (-0.57747, 3.18242, -2.41918)  0.122
H (-2.77272, 2.98865, -1.94029)  0.121
H (-2.45112, 1.76028, -0.66750)  0.082
H (-3.25129, 4.12133, -0.23618)  0.075
H (-0.46670, 1.40545, -3.56088)  0.127
H (-1.74056, 0.67587, -2.61939)  0.104
H (0.62775, -0.54860, -3.93671)  0.120
H (0.14748, -1.33309, -2.45384)  0.061
H (-1.37164, 1.90137, 1.05309)  0.094
H (-0.33457, 1.39236, 3.16937)  0.062
H (1.31707, 1.49780, 2.30696)  0.063
H (-0.53705, -1.22922, 2.37326)  0.045
H (-2.20293, -0.63697, 2.05055)  0.041
H (-1.81383, -2.32464, 1.76335)  0.028
H (-3.05766, -0.27292, -0.16256)  0.052
C (-0.10821, -5.25832, -1.10678)  -0.096
C (0.91183, -4.33860, -1.30598)  -0.081
C (2.16279, -4.76915, -1.73301)  -0.073
C (2.38790, -6.11816, -1.96808)  -0.096
C (1.36626, -7.03808, -1.77132)  -0.113
C (0.11901, -6.60884, -1.33744)  -0.110
H (-1.08158, -4.92049, -0.77210)  0.091
H (0.73391, -3.28370, -1.12835)  0.056
H (2.94555, -4.03869, -1.88107)  0.078
H (3.36123, -6.45246, -2.30520)  0.098
H (1.54215, -8.09085, -1.95634)  0.092
H (-0.67654, -7.32712, -1.18030)  0.093
C (1.17547, 4.87147, 7.33991)  -0.110
C (0.67764, 4.08022, 6.31328)  -0.097
C (1.04797, 4.32961, 4.99876)  -0.082
C (1.92357, 5.36712, 4.70939)  -0.087
C (2.42305, 6.15643, 5.73712)  -0.097
C (2.04756, 5.91193, 7.05136)  -0.111
H (0.88395, 4.67713, 8.36471)  0.094
H (-0.00103, 3.26678, 6.53776)  0.097
H (0.65514, 3.71718, 4.19688)  0.080
H (2.21162, 5.55669, 3.68680)  0.078
H (3.10725, 6.96513, 5.51219)  0.097
H (2.43511, 6.53133, 7.85088)  0.094
C (-4.97833, -4.23030, -0.68859)  -0.083
C (-6.23605, -4.78812, -0.50688)  -0.100
C (-7.11631, -4.23460, 0.41323)  -0.106
C (-6.74020, -3.11818, 1.14663)  -0.104
C (-5.48258, -2.55976, 0.96177)  -0.094
C (-4.59872, -3.11574, 0.04660)  -0.085
H (-4.29069, -4.66187, -1.40462)  0.103
H (-6.53120, -5.65582, -1.08328)  0.098
H (-8.09554, -4.67328, 0.55847)  0.096
H (-7.42688, -2.68360, 1.86223)  0.096
H (-5.19029, -1.68779, 1.53495)  0.096
H (-3.62159, -2.67549, -0.09555)  0.069

C34H38N13ORe | ωB97M-V with the def2-TZVPD basis set

Output
**Spin multiplicity**: 2
**Net charge**: +3
**HOMO level (alpha / beta)**: -15.9 / -15.6 eV

Each line ends with the Löwdin charge.
Cartesian coordinates (Å):
Re (0.05171, 0.05127, 0.37117)  1.633
C (-2.64343, 1.50361, 3.63254)  -0.003
C (-2.25234, 0.98617, 2.39000)  -0.088
N (-1.03351, 1.13334, 1.89790)  -0.029
C (-0.12137, 1.84534, 2.64017)  -0.161
C (-0.40412, 2.32904, 3.92032)  -0.126
C (-1.71776, 2.14812, 4.40917)  0.053
C (0.63078, 2.98116, 4.64122)  0.019
C (1.86731, 3.13787, 4.08091)  -0.015
C (2.12872, 2.70261, 2.75849)  0.019
C (1.13944, 2.08547, 2.04608)  -0.218
N (1.14749, 1.64965, 0.69592)  -0.067
C (1.40068, 2.53742, -0.36226)  -0.222
C (2.27340, 3.60240, -0.38182)  0.044
C (2.35261, 4.42077, -1.52846)  -0.012
C (1.53419, 4.20956, -2.60674)  0.027
C (0.58510, 3.15627, -2.58401)  -0.127
C (-0.41079, 2.95792, -3.56487)  0.056
C (-1.36225, 1.99260, -3.36589)  -0.003
C (-1.29411, 1.17865, -2.22914)  -0.083
N (-0.34162, 1.29711, -1.31932)  -0.026
C (0.56498, 2.30895, -1.47363)  -0.176
H (-3.66345, 1.37162, 3.96170)  0.127
H (-2.96142, 0.43822, 1.78312)  0.125
H (-1.98397, 2.52995, 5.38664)  0.142
H (0.42722, 3.34579, 5.63904)  0.135
H (2.65771, 3.61590, 4.64231)  0.128
H (3.11191, 2.84880, 2.33469)  0.123
H (2.89918, 3.82766, 0.46708)  0.112
H (3.05676, 5.24018, -1.53860)  0.129
H (1.58051, 4.86408, -3.46675)  0.136
H (-0.44031, 3.59476, -4.43965)  0.143
H (-2.16848, 1.84762, -4.07066)  0.129
H (-2.01931, 0.40022, -2.05309)  0.096
C (-0.50156, -3.76284, -0.19539)  0.031
C (-0.98575, -2.64934, -1.07129)  -0.430
O (-1.09674, -1.45111, -0.63249)  -0.182
N (-1.43126, -3.00126, -2.25772)  0.132
C (-2.04909, -2.16104, -3.27922)  -0.076
C (-1.10240, -1.63050, -4.33311)  -0.284
C (-1.48786, -1.70627, -5.66189)  -0.006
C (-0.64788, -1.18744, -6.63573)  -0.023
C (0.54891, -0.62245, -6.23234)  -0.036
C (0.84464, -0.60538, -4.87922)  -0.137
N (0.04913, -1.09221, -3.92272)  0.103
H (-1.16560, -3.83150, 0.66238)  0.081
H (0.49653, -3.53849, 0.16987)  0.055
H (-0.49788, -4.71976, -0.71158)  0.103
H (-1.36893, -3.98699, -2.46936)  0.167
H (-2.58112, -1.36311, -2.76861)  0.111
H (-2.80420, -2.77299, -3.77047)  0.138
H (-2.42816, -2.16508, -5.93563)  0.124
H (-0.91848, -1.23573, -7.68140)  0.127
H (1.24762, -0.21723, -6.94941)  0.119
H (1.78354, -0.17647, -4.55369)  0.104
C (-1.98447, -3.95420, 3.77772)  -0.135
C (-2.63625, -2.84970, 2.97002)  -0.141
N (-1.60451, -1.99382, 2.36526)  0.077
C (-0.29830, -1.97957, 2.68414)  -0.353
N (0.52580, -1.22221, 1.94585)  -0.101
C (1.88755, -1.04417, 2.49504)  -0.207
C (2.43380, -2.34977, 3.03191)  -0.140
C (1.51917, -2.78877, 4.15222)  -0.115
N (0.11516, -2.70256, 3.72960)  -0.006
C (-0.86504, -3.36040, 4.60557)  -0.108
H (-1.57528, -4.72528, 3.12089)  0.124
H (-2.72148, -4.42965, 4.42217)  0.136
H (-3.28232, -2.23874, 3.60286)  0.127
H (-3.25109, -3.25803, 2.16720)  0.129
H (-1.84065, -1.52122, 1.50500)  0.085
H (1.85955, -0.29781, 3.29780)  0.126
H (2.52190, -0.63187, 1.71424)  0.090
H (3.44841, -2.22938, 3.40917)  0.134
H (2.45173, -3.09723, 2.23527)  0.111
H (1.66246, -2.16275, 5.03772)  0.143
H (1.70677, -3.82114, 4.44757)  0.137
H (-1.24856, -2.64062, 5.33430)  0.144
H (-0.33317, -4.13191, 5.15822)  0.135
N (4.11835, -3.28694, -0.87026)  0.184
N (3.34005, -2.16408, -0.90682)  -0.241
N (3.80796, -1.02619, -1.36630)  0.190
C (2.78868, -0.21532, -1.12501)  -0.140
N (1.76973, -0.85548, -0.55067)  -0.111
N (2.15686, -2.12633, -0.40713)  0.110
H (4.86075, -3.20152, -1.55526)  0.131
H (3.54193, -4.11636, -0.93077)  0.123
H (2.79183, 0.82860, -1.38266)  0.119

> Number 1 is which compound?

C34H38ClN5OSTeV

> What is the formula in the first record?

C34H38ClN5OSTeV